Molecular formula: C4H5HgO2
Method: DFT, ωB97M-V/def2-TZVPD

- molecular weight (g/mol) = 285.7
- net charge = +1
- E_HOMO (eV) = -12.640
- orbital gap (eV) = 5.79
- relative energy (zero: lowest compared OMol25 entry of this formula, charge and spin) (eV) = 0.000
- lowest unoccupied orbital energy (eV) = -6.849

Last column: Mulliken charge in e.
Positions of all 12 atoms, in Å:
H: -1.5731 1.1992 -0.2504  0.42
O: 0.8292 -1.9898 -1.6910  -0.43
C: 0.1858 -1.2243 -0.7700  0.19
C: 0.4041 0.1109 -0.7015  -0.78
C: 0.5215 0.5217 0.7220  0.10
C: -0.5489 1.0207 1.4178  0.23
O: -1.7437 1.1835 0.7787  -0.50
Hg: -0.4579 2.3219 2.9000  0.52
H: 0.3273 -2.7883 -1.8766  0.37
H: -0.5684 -1.7422 -0.1701  0.32
H: 1.1116 0.5461 -1.4152  0.27
H: 1.5124 0.8408 1.0564  0.30

=====

Molecular formula: C13H21EuI2LuNO3S2
Method: DFT, ωB97M-V/def2-TZVPD

- molecular weight (g/mol) = 884.2
- net charge = +4
- E_HOMO (spin up / spin down) (eV) = -20.326 / -21.781
- orbital gap (spin up / spin down) (eV) = 5.53 / 5.13
- lowest unoccupied orbital energy (spin up / spin down) (eV) = -14.797 / -16.649
- spin multiplicity = 7

Last column: Mulliken charge in e.
Positions of all 44 atoms, in Å:
I: -0.7554 -4.1306 -1.3641  0.45
I: -0.7554 -3.4138 -3.9625  0.46
Eu: -0.0222 0.7971 -2.9980  0.90
Lu: -0.0623 -0.0029 -0.0514  1.11
S: 1.2764 -0.8769 -1.8594  -0.28
S: -1.6667 -0.4056 -1.7227  -0.31
C: 1.4703 0.1942 1.1877  0.38
C: 3.1158 -0.6491 -1.8174  1.28
C: -3.3227 0.3879 -1.4951  1.24
C: 3.5873 -1.0113 -3.2227  -1.43
C: 3.5312 0.7652 -1.4318  -1.30
C: 3.6008 -1.6789 -0.8077  -1.32
C: -4.0193 0.2152 -2.8421  -1.39
C: -3.2365 1.8548 -1.0932  -1.40
C: -4.0067 -0.4529 -0.4280  -1.42
C: 1.4172 1.6267 -3.9804  0.20
C: -1.2154 2.0528 -3.8475  0.23
O: 2.3152 0.3179 2.0304  -0.28
O: 2.2447 2.1413 -4.6021  -0.10
O: -1.8963 2.8123 -4.3926  -0.10
H: 3.2226 -0.3075 -3.9786  0.28
H: 3.2595 -2.0199 -3.5024  0.38
H: 4.6857 -0.9884 -3.2406  0.50
H: 3.1658 1.5129 -2.1428  0.27
H: 4.6325 0.8124 -1.4237  0.49
H: 3.1759 1.0395 -0.4313  0.25
H: 3.2473 -1.4638 0.2081  0.24
H: 4.7002 -1.6654 -0.7905  0.48
H: 3.2736 -2.6893 -1.0797  0.36
H: -5.0513 0.5810 -2.7537  0.50
H: -4.0525 -0.8410 -3.1373  0.38
H: -3.5274 0.7814 -3.6406  0.27
H: -4.2600 2.2461 -0.9787  0.50
H: -2.7247 2.4626 -1.8465  0.27
H: -2.7168 1.9893 -0.1351  0.35
H: -5.0391 -0.0969 -0.3024  0.49
H: -3.5059 -0.3777 0.5461  0.30
H: -4.0410 -1.5111 -0.7142  0.36
C: -0.0006 0.0000 4.7518  -0.92
C: -0.0087 -0.0012 3.2497  0.47
N: -0.0351 -0.0062 2.1199  -0.22
H: 0.9318 -0.4667 5.1475  0.36
H: -0.8694 -0.5736 5.1471  0.37
H: -0.0615 1.0405 5.1471  0.35

=====

Molecular formula: C5H27NO10
Method: DFT, ωB97M-V/def2-TZVPD

- molecular weight (g/mol) = 261.3
- E_HOMO (eV) = -9.118
- orbital gap (eV) = 9.31
- relative energy (zero: lowest compared OMol25 entry of this formula, charge and spin) (eV) = 4.936
- lowest unoccupied orbital energy (eV) = 0.191
- SMILES = CN[C@H](CO)CC=O.O.O.O.O.O.O.O.O

Last column: Mulliken charge in e.
Positions of all 43 atoms, in Å:
C: -0.8794 2.5671 -0.5389  -1.01
N: -1.0374 1.1556 -0.8402  -0.12
C: 0.1756 0.3309 -0.7150  1.94
C: 1.5305 1.0087 -0.8743  -0.69
C: 2.6492 0.0996 -1.3806  -0.15
O: 2.7385 0.0665 -2.5919  -0.52
C: 0.1754 -0.4584 0.6284  1.47
O: 0.7083 -1.7805 0.3059  -0.65
H: -0.9920 3.2969 -1.3939  0.27
H: 0.0971 2.7753 -0.0870  0.32
H: -1.7189 2.7626 0.1471  0.35
H: -1.5578 0.9041 -1.6486  0.33
H: 0.0275 -0.5630 -1.3152  -1.16
H: 1.7681 1.6040 0.0244  0.36
H: 1.4210 1.8543 -1.6732  0.36
H: 3.1447 -0.5048 -0.5849  0.37
H: -0.8710 -0.6688 0.8699  -0.30
H: 0.8744 0.0279 1.3551  -1.31
H: 0.6923 -2.2982 1.1479  0.33
H: -1.7219 -2.4066 0.3728  0.31
H: -3.1046 -2.2891 -0.1384  0.43
O: -2.6201 -2.3403 0.6532  -0.71
H: -0.8177 2.9019 2.9344  0.30
H: -1.0977 1.4749 2.5304  0.46
O: -0.3700 2.0514 2.9383  -0.70
H: -2.9724 0.4092 2.9389  0.30
H: -2.2421 0.0095 1.6116  0.29
O: -2.4210 0.7428 2.1794  -0.64
H: -2.4172 -1.5249 -2.4567  0.46
H: -2.8660 -0.6698 -1.2423  0.37
O: -3.1408 -1.4647 -1.7009  -0.87
H: 2.5003 2.1947 3.0973  0.27
H: 1.3697 1.1265 2.8461  0.33
O: 2.3134 1.4196 2.6235  -0.68
H: 3.3097 -0.0654 2.5493  0.44
H: 3.0601 -1.2336 1.6061  0.25
O: 3.7930 -0.8076 2.0267  -0.67
H: -0.4316 -1.9122 -2.9312  0.39
H: -1.1350 -1.0211 -4.1153  0.27
O: -1.2006 -1.2132 -3.1596  -0.72
H: 0.7648 -2.4853 -1.2713  0.37
H: 1.6681 -2.3711 -2.5174  0.33
O: 0.8336 -2.7055 -2.2096  -0.76

=====

Molecular formula: C7H8CeIN11
Method: DFT, ωB97M-V/def2-TZVPD

- molecular weight (g/mol) = 513.2
- net charge = +1
- E_HOMO (spin up / spin down) (eV) = -11.638 / -11.638
- orbital gap (spin up / spin down) (eV) = 7.48 / 7.51
- lowest unoccupied orbital energy (spin up / spin down) (eV) = -4.160 / -4.132
- spin multiplicity = 2

Last column: Mulliken charge in e.
Positions of all 28 atoms, in Å:
Ce: -0.9447 1.1053 -0.9513  1.41
N: -0.7269 0.0741 2.7721  -0.12
C: 0.0981 1.0705 2.3174  0.52
N: 1.0356 1.7257 2.9895  -0.41
N: 1.5806 2.5663 2.1373  -0.47
N: 1.0427 2.4721 0.9802  -0.49
N: 0.0708 1.5234 1.0288  0.31
C: -1.6028 -0.5706 1.9383  0.53
N: -2.4662 -1.5371 2.2219  -0.41
N: -3.0813 -1.8163 1.0953  -0.48
N: -2.6517 -1.0864 0.1331  -0.46
N: -1.6884 -0.2621 0.6158  0.37
H: -0.6806 -0.1929 3.7433  0.22
N: -2.6986 2.9761 -0.3968  -0.79
H: -3.3718 2.5121 0.2287  0.31
H: -3.2628 3.4967 -1.0728  0.28
H: -2.2332 3.6884 0.1803  0.32
I: -0.7038 -0.4353 -3.7578  0.02
C: 0.9438 -1.1497 -2.5439  0.45
C: 1.8279 -2.1165 -2.9640  -0.55
C: 2.8308 -2.4706 -2.0654  -0.15
C: 2.8804 -1.8597 -0.8197  -0.86
C: 1.9369 -0.8940 -0.5068  0.07
N: 0.9797 -0.5289 -1.3687  -0.16
H: 1.7496 -2.5769 -3.9365  0.41
H: 3.5594 -3.2151 -2.3466  0.43
H: 3.6412 -2.1218 -0.1022  0.42
H: 1.9352 -0.3768 0.4506  0.32

=====

Molecular formula: C9H32CsN10O11S
Method: DFT, ωB97M-V/def2-TZVPD

- molecular weight (g/mol) = 621.4
- E_HOMO (spin up / spin down) (eV) = -8.825 / -8.825
- orbital gap (spin up / spin down) (eV) = 7.66 / 2.77
- lowest unoccupied orbital energy (spin up / spin down) (eV) = -1.167 / -6.060
- spin multiplicity = 2

Last column: Mulliken charge in e.
Positions of all 64 atoms, in Å:
Cs: 1.9715 -0.8160 4.6797  1.07
S: 0.7706 -0.1969 0.8301  2.56
O: 0.3886 1.1669 1.0325  -1.43
O: -0.3655 -1.0476 1.0800  -1.31
O: 1.0244 -0.3947 -0.6110  -0.53
O: 1.8378 -0.5250 1.7299  -1.01
C: 1.0821 3.2624 3.6150  0.27
O: 1.4619 3.8903 4.5567  -0.72
N: 1.6657 2.2091 3.2170  -0.30
N: 0.0767 3.4937 2.8163  -0.22
H: 2.5453 1.9386 3.6332  0.25
H: 1.1636 1.6900 2.5110  0.47
H: -0.1196 2.6970 2.2273  0.27
H: -0.3148 4.4244 2.7950  0.21
C: -0.6584 -3.6584 -1.2774  0.50
O: -0.6347 -4.7436 -1.8651  -0.49
N: -1.5922 -2.9938 -0.6529  0.16
N: 0.4526 -3.0234 -1.0850  0.33
H: -2.5178 -3.3917 -0.5828  0.26
H: -1.2083 -2.1667 -0.2186  -0.16
H: 1.3420 -3.3660 -1.4192  0.33
H: 0.3359 -2.0700 -0.7727  -0.24
C: -3.2641 1.5771 0.7616  0.43
O: -4.3549 1.9506 0.4281  -0.72
N: -2.9119 0.3652 1.1709  -0.12
N: -2.1936 2.2671 0.7326  0.02
H: -1.9528 0.0695 1.2841  -0.06
H: -3.6369 -0.3061 1.3800  0.18
H: -2.1503 3.1502 0.2444  0.26
H: -1.3176 1.8229 0.9682  -0.09
C: -1.2576 -3.5673 3.1341  0.36
O: -1.5001 -4.5431 3.8611  -0.75
N: -2.1582 -3.0078 2.3950  -0.20
N: -0.1226 -2.9703 2.9923  -0.07
H: -1.8869 -2.2419 1.7951  0.17
H: -3.1099 -3.3236 2.2744  0.19
H: -0.1132 -2.3143 2.2244  0.24
H: 0.7744 -3.2492 3.3635  0.27
C: 1.4272 3.4105 -1.5837  0.49
O: 1.7890 4.4248 -2.2250  -0.81
N: 0.7241 3.4627 -0.5090  -0.04
N: 1.6425 2.2311 -1.9932  -0.12
H: 0.5592 2.5738 -0.0587  0.09
H: 0.4905 4.3600 -0.1085  0.23
H: 1.2640 1.4037 -1.5547  0.09
H: 2.3386 2.1836 -2.7234  0.19
C: -2.8145 0.4410 -2.9675  -1.68
C: -1.7040 0.2327 -1.8904  1.21
O: -0.6305 -0.2592 -2.6987  -0.70
H: -2.5028 1.1534 -3.7314  0.41
H: -3.6586 0.9922 -2.5531  0.41
H: -3.2102 -0.4882 -3.3773  0.35
H: -2.0103 -0.4286 -1.0798  -0.04
H: -1.3238 1.1827 -1.5150  0.02
H: 0.0550 -0.2976 -2.0277  -0.14
C: 2.8600 -1.2116 -3.2596  -0.74
C: 4.0153 -0.7086 -2.3212  -0.25
O: 3.5893 -0.9745 -1.0336  -0.65
H: 2.5027 -2.1763 -2.8993  0.03
H: 3.1927 -1.3216 -4.2917  0.47
H: 2.0077 -0.5332 -3.2221  0.13
H: 4.2488 0.3533 -2.2431  0.25
H: 4.9377 -1.2563 -2.5141  0.31
H: 2.6588 -0.8075 -0.8667  0.13